Record 1
The following is a DFT calculation (ωB97M-V with the def2-TZVPD basis set) of a cluster of 2 separate species, C6H13N2O in total in a non-equilibrium geometry.

Charge   +1
Calculated total energy   -420.7283 a.u.
LUMO level   -0.156 Eh
Molecular weight   129.183 g/mol
Relative energy (zero: lowest compared OMol25 entry of this formula, charge and spin)   6.1136 eV
Spin multiplicity   1
Kohn-Sham gap   0.243 Ha

Cartesian coordinates (Å):
C 1.471 -1.476 0.783
C -1.063 0.744 0.264
C -0.957 2.133 0.562
C -2.021 3.076 0.251
C 3.096 -2.309 -0.533
C 0.821 -1.644 -1.485
N 1.772 -1.699 -0.422
N -1.423 1.184 1.665
O 1.485 -1.307 1.931
H -1.989 0.371 -0.244
H -0.076 2.597 0.803
H -3.106 2.795 0.347
H -1.836 3.522 -0.712
H -1.998 3.934 1.001
H 3.439 -2.384 0.447
H 2.937 -3.346 -0.897
H 3.849 -1.676 -1.104
H -0.120 -1.379 -1.140
H 1.030 -1.052 -2.395
H 0.877 -2.576 -2.081
H -2.395 0.954 1.890
H -0.772 0.685 2.265

Record 2
The following is a DFT calculation (ωB97M-V with the def2-TZVPD basis set) of the ion C6H13N2O with charge +1 in a non-equilibrium geometry.

Charge   +1
Calculated total energy   -420.8048 a.u.
LUMO level   -0.134 Eh
Molecular weight   129.183 g/mol
Relative energy (zero: lowest compared OMol25 entry of this formula, charge and spin)   4.0333 eV
Spin multiplicity   1
Kohn-Sham gap   0.339 Ha

Cartesian coordinates (Å):
C 1.261 -1.128 0.183
C -1.062 -1.576 0.721
C -1.004 0.693 0.827
C 0.308 1.177 0.190
C -2.149 -0.347 -0.982
C 2.667 0.708 -0.567
N -1.643 -0.447 0.344
N 1.403 0.156 0.009
O 2.360 -1.878 -0.066
H -0.998 -2.462 0.073
H -0.694 -1.654 1.768
H -0.653 0.666 1.887
H -1.765 1.387 0.700
H 0.100 1.555 -0.831
H 0.688 1.947 0.695
H -1.579 0.453 -1.547
H -2.074 -1.357 -1.418
H -3.163 0.073 -0.782
H 2.590 0.479 -1.618
H 3.449 0.083 0.005
H 2.551 1.815 -0.403
H 2.112 -2.814 -0.158

Record 3
The following is a DFT calculation (ωB97M-V with the def2-TZVPD basis set) of the ion C6H13N2O with charge +1 in a non-equilibrium geometry.

Charge   +1
Calculated total energy   -420.7066 a.u.
LUMO level (alpha / beta)   -0.109 / -0.253 Eh
Molecular weight   129.183 g/mol
Relative energy (zero: lowest compared OMol25 entry of this formula, charge and spin)   3.2655 eV
Spin multiplicity   3
Kohn-Sham gap (alpha / beta)   0.227 / 0.277 Ha

Cartesian coordinates (Å):
C 2.538 0.000 0.052
C 1.651 1.207 0.000
C 0.254 -0.709 -0.177
C -0.107 -0.748 1.323
C -0.673 -1.533 -1.063
C -0.802 1.645 -0.065
N 1.780 -1.085 -0.376
N 0.305 0.750 -0.538
O 3.702 -0.098 0.322
H 1.435 1.709 0.939
H 2.083 1.794 -0.759
H 0.522 -0.112 1.912
H 0.000 -1.804 1.703
H -1.081 -0.436 1.449
H -0.377 -1.417 -2.109
H -1.606 -0.983 -0.910
H -0.531 -2.498 -0.537
H -0.974 2.540 -0.577
H -1.836 1.199 -0.003
H -0.481 1.905 0.885
H 1.991 -2.096 -0.242
H 0.579 0.747 -1.521

Record 4
The following is a DFT calculation (ωB97M-V with the def2-TZVPD basis set) of the ion C6H13N2O3 with charge +1 in a non-equilibrium geometry.

Charge   +1
Calculated total energy   -571.1430 a.u.
LUMO level   -0.113 Eh
Molecular weight   161.181 g/mol
Relative energy (zero: lowest compared OMol25 entry of this formula, charge and spin)   6.4546 eV
SMILES   CO/[N+](=C\N1CC1)OCCO
Spin multiplicity   1
Kohn-Sham gap   0.384 Ha

Cartesian coordinates (Å):
C -0.634 0.142 -0.403
C -2.953 -0.683 -0.721
C -3.345 0.007 0.526
C 0.936 3.005 0.197
C 1.752 -1.817 0.047
C 2.432 -0.522 -0.149
N -1.957 0.127 -0.072
N 0.561 0.791 -0.246
O 0.714 -1.781 1.068
O 0.696 1.687 0.772
O 1.626 0.422 -0.897
H -0.554 -0.511 -1.359
H -2.745 -1.846 -0.738
H -3.230 -0.359 -1.654
H -3.780 0.981 0.425
H -3.290 -0.696 1.283
H -0.097 3.230 -0.345
H 1.874 2.858 -0.425
H 1.179 3.633 1.024
H 2.517 -2.548 0.371
H 1.250 -2.185 -0.877
H 3.315 -0.591 -0.824
H 2.619 -0.163 0.859
H 0.697 -2.561 1.559

Record 5
The following is a DFT calculation (ωB97M-V with the def2-TZVPD basis set) of a structure of composition C6H13N2O4S3SbV.

Calculated total energy   -3025.8658 a.u.
LUMO level (alpha / beta)   -0.036 / -0.004 Eh
Molecular weight   446.085 g/mol
Relative energy (zero: lowest compared OMol25 entry of this formula, charge and spin)   0.6335 eV
Spin multiplicity   2
Kohn-Sham gap (alpha / beta)   0.243 / 0.282 Ha

Cartesian coordinates (Å):
V -1.436 -1.321 -0.832
C 2.765 1.329 0.299
C 2.240 0.141 -0.482
C 2.965 -0.047 -1.805
O 2.328 -1.052 0.315
C 0.727 0.254 -0.705
O 0.053 1.044 -0.067
O 0.185 -0.590 -1.550
H 3.833 1.197 0.481
H 2.245 1.413 1.251
H 2.619 2.256 -0.256
H 4.034 -0.183 -1.621
H 2.845 0.831 -2.441
H 2.574 -0.913 -2.334
H 3.226 -1.394 0.251
S -2.638 -3.895 -4.232
Sb -3.385 -3.486 -2.187
S -3.191 -0.868 -1.941
S -1.233 -3.422 -0.711
C -3.054 1.603 0.786
N -2.080 1.272 1.813
C -1.427 0.118 1.839
N -0.487 -0.087 2.774
O -1.691 -0.832 1.044
H -3.705 2.386 1.168
H -3.654 0.727 0.559
H -2.556 1.940 -0.123
H -1.711 2.024 2.369
H -0.368 0.532 3.555
H -0.023 -0.978 2.783

Record 6
The following is a DFT calculation (ωB97M-V with the def2-TZVPD basis set) of an isolated molecule of C6H13N2OP in a non-equilibrium geometry.

Calculated total energy   -762.4346 a.u.
LUMO level   0.034 Eh
Molecular weight   160.157 g/mol
Relative energy (zero: lowest compared OMol25 entry of this formula, charge and spin)   2.4299 eV
SMILES   COP(C)[C@@]1(C)CCN=N1
Spin multiplicity   1
Kohn-Sham gap   0.362 Ha

Cartesian coordinates (Å):
C -0.955 0.157 -0.972
C -1.902 -0.992 -0.808
C -0.549 0.476 0.466
C -1.238 1.822 1.062
C 1.739 -2.274 0.343
C 1.909 1.472 -0.247
N -2.220 -1.146 0.597
N -1.467 -0.474 1.270
O 1.466 -0.980 -0.170
P 1.202 0.253 0.953
H -0.039 -0.115 -1.489
H -1.413 1.017 -1.412
H -2.756 -0.972 -1.423
H -1.535 -1.968 -1.138
H -0.864 1.990 2.131
H -2.351 1.655 1.042
H -0.841 2.598 0.366
H 2.722 -2.176 0.713
H 1.806 -2.863 -0.609
H 0.943 -2.481 0.971
H 2.545 0.947 -0.883
H 2.557 2.149 0.208
H 1.243 1.905 -0.971

- What is the molecular weight in the fourth record?
  161.181 g/mol